Record 1
{"formula": "C8H20ClNSi", "method": "ωB97M-V/def2-TZVPD", "elements": ["C", "C", "C", "C", "C", "C", "C", "C", "N", "Si", "Cl", "H", "H", "H", "H", "H", "H", "H", "H", "H", "H", "H", "H", "H", "H", "H", "H", "H", "H", "H", "H"], "coordinates": [[-1.783, 1.963, 1.452], [1.551, 2.319, -0.914], [0.959, -0.204, 2.376], [-1.400, -2.007, -2.274], [0.905, -2.729, -1.558], [-1.333, 0.940, 2.407], [1.637, 0.779, -1.127], [-0.497, -0.187, 1.943], [-0.074, -1.653, -1.736], [-0.043, -0.113, -1.001], [-1.652, 0.973, -1.633], [-2.505, 1.603, 0.629], [-0.907, 2.215, 0.809], [-2.132, 2.804, 1.971], [1.153, 2.334, 0.154], [2.572, 2.806, -0.951], [0.836, 2.862, -1.630], [1.080, -0.808, 3.296], [1.748, -0.515, 1.662], [1.265, 0.798, 2.608], [-1.765, -1.212, -3.060], [-1.205, -2.928, -2.844], [-2.188, -2.203, -1.582], [1.467, -2.841, -2.411], [1.579, -2.426, -0.807], [0.491, -3.654, -1.222], [-0.891, 1.360, 3.281], [-2.305, 0.391, 2.763], [2.087, 0.288, -0.311], [2.131, 0.265, -2.013], [-0.780, -1.222, 1.720]], "mulliken_charge": [-0.899, -0.826, -1.249, -1.235, -1.138, -0.445, -0.305, -0.150, 0.316, 0.124, -0.350, 0.108, 0.043, 0.449, 0.153, 0.325, 0.223, 0.361, 0.211, 0.358, 0.345, 0.436, 0.312, 0.379, 0.379, 0.420, 0.421, 0.194, 0.190, 0.384, 0.466], "e_tot_ev": -30508.471, "mol_weight_g_mol": 193.79, "de_lowest_ev": 1.869, "homo_lumo_gap_ev": [7.1519, 7.1486], "max_force_ev_per_a": 4.81, "lumo_energy_ev": [0.7, 0.7]}

=====

Record 2
{"formula": "C8H20HfNO15S3", "method": "ωB97M-V/def2-TZVPD", "elements": ["Hf", "S", "O", "O", "O", "O", "S", "O", "O", "O", "O", "S", "O", "O", "O", "O", "C", "C", "O", "H", "H", "H", "H", "H", "C", "O", "C", "C", "N", "C", "C", "O", "C", "H", "H", "H", "H", "H", "H", "H", "H", "H", "H", "H", "H", "H", "H", "H"], "coordinates": [[1.185, -0.400, -0.114], [1.445, 2.402, 1.012], [2.572, 3.295, 0.867], [0.327, 3.035, 1.747], [0.922, 1.873, -0.312], [1.802, 1.068, 1.626], [0.829, -3.314, -0.659], [0.194, -4.014, -1.764], [1.860, -2.309, -1.104], [-0.074, -2.345, 0.088], [1.399, -4.264, 0.312], [3.944, 0.033, -1.150], [3.372, -0.505, 0.169], [4.738, 1.239, -1.009], [4.700, -1.045, -1.777], [2.615, 0.356, -1.780], [-2.168, 0.101, -3.211], [-0.743, -0.453, -3.043], [-0.214, -0.214, -1.822], [-2.612, -0.301, -4.134], [-2.138, 1.192, -3.318], [-2.807, -0.127, -2.358], [-0.122, 0.026, -3.837], [-0.745, -1.534, -3.298], [2.674, -1.876, 2.527], [1.419, -1.491, 1.997], [0.494, -1.146, 2.987], [-0.866, -0.880, 2.377], [-0.743, 0.073, 1.258], [-2.062, 0.288, 0.600], [-2.101, 1.671, -0.007], [-3.437, 1.862, -0.521], [-3.515, 3.060, -1.235], [2.544, -2.771, 3.150], [3.110, -1.058, 3.108], [3.313, -2.128, 1.687], [0.838, -0.224, 3.486], [0.426, -1.909, 3.775], [-1.554, -0.496, 3.142], [-1.285, -1.803, 1.971], [-0.589, 0.970, 1.730], [-2.872, 0.146, 1.325], [-2.114, -0.450, -0.202], [-1.348, 1.770, -0.790], [-1.949, 2.422, 0.778], [-2.860, 3.051, -2.114], [-3.251, 3.925, -0.604], [-4.552, 3.200, -1.557]], "mulliken_charge": [2.387, 1.111, -0.700, -0.792, -0.682, -0.646, 1.190, -0.736, -0.719, -0.595, -0.778, 1.208, -0.634, -0.717, -0.764, -0.743, -0.855, -0.728, -0.574, 0.435, 0.073, 0.234, 0.236, 0.258, -1.079, 0.426, -0.847, -0.986, 0.091, -0.923, -0.266, -0.416, -0.708, 0.301, 0.310, 0.250, 0.407, 0.474, 0.510, 0.475, 0.243, 0.517, 0.014, 0.330, 0.620, 0.233, 0.308, 0.247], "e_tot_ev": -74640.810, "mol_weight_g_mol": 644.93, "de_lowest_ev": 0.000, "homo_lumo_gap_ev": 6.2832, "charge": -3, "max_force_ev_per_a": 3.47, "lumo_energy_ev": 6.6}

=====

Record 3
{"formula": "C8H20N6O7PSi", "method": "ωB97M-V/def2-TZVPD", "elements": ["C", "Si", "C", "C", "C", "N", "N", "N", "C", "C", "O", "N", "P", "O", "O", "H", "H", "H", "H", "H", "H", "H", "H", "H", "H", "H", "H", "H", "H", "C", "N", "O", "O", "H", "H", "H", "C", "N", "O", "O", "H", "H", "H"], "coordinates": [[-4.466, 0.111, 0.081], [-3.468, 0.576, -1.435], [-4.319, 1.873, -2.466], [-3.198, -0.942, -2.499], [-1.671, 1.169, -1.023], [-1.084, 2.145, -1.727], [0.132, 2.324, -1.253], [0.321, 1.490, -0.294], [1.573, 1.368, 0.440], [2.309, 0.092, 0.009], [2.931, 0.067, -0.999], [-0.793, 0.744, -0.083], [-1.134, -0.551, 1.140], [-0.087, -0.114, 2.284], [-0.357, -1.760, 0.436], [-5.485, 0.496, -0.003], [-4.549, -0.977, 0.119], [-4.064, 0.474, 1.027], [-3.940, 2.885, -2.309], [-5.395, 1.863, -2.283], [-4.150, 1.629, -3.517], [-2.565, -1.662, -1.970], [-2.622, -0.638, -3.377], [-4.141, -1.401, -2.791], [2.191, 2.203, 0.110], [1.440, 1.443, 1.513], [2.235, -0.803, 0.646], [-0.558, 0.497, 2.879], [-0.957, -2.523, 0.467], [3.812, -2.815, -2.034], [4.139, -4.155, -2.598], [3.835, -4.369, -3.752], [4.687, -4.938, -1.851], [3.329, -2.224, -2.802], [3.153, -2.979, -1.187], [4.743, -2.357, -1.715], [2.741, 1.402, 5.268], [2.406, 2.037, 3.964], [1.377, 2.677, 3.879], [3.187, 1.868, 3.048], [1.955, 1.640, 5.974], [2.813, 0.332, 5.097], [3.697, 1.805, 5.588]], "mulliken_charge": [-1.058, 0.273, -1.060, -1.012, 0.448, -0.273, -0.623, 1.080, -0.185, 0.074, -0.420, 0.151, 0.065, -0.444, -0.429, 0.359, 0.330, 0.350, 0.362, 0.327, 0.302, 0.279, 0.347, 0.337, 0.427, -0.104, 0.416, 0.325, 0.346, -0.724, 0.881, -0.516, -0.519, 0.327, 0.244, 0.306, -0.759, 0.886, -0.522, -0.517, 0.317, 0.306, 0.298], "e_tot_ev": -49047.955, "mol_weight_g_mol": 371.34, "homo_lumo_gap_ev": 8.6515, "charge": 1, "max_force_ev_per_a": 1.16, "lumo_energy_ev": -4.2}

=====

Record 4
{"formula": "C8H20N7", "method": "ωB97M-V/def2-TZVPD", "elements": ["C", "C", "C", "C", "C", "C", "C", "C", "N", "N", "N", "N", "N", "N", "N", "H", "H", "H", "H", "H", "H", "H", "H", "H", "H", "H", "H", "H", "H", "H", "H", "H", "H", "H", "H"], "coordinates": [[0.282, -2.103, 1.535], [2.273, 2.831, -0.182], [-1.289, -2.583, -3.884], [-1.883, 1.240, 0.929], [0.831, -1.411, 0.307], [0.754, 2.392, -0.175], [-1.148, -1.670, -2.679], [0.211, 2.058, 3.538], [-0.838, 1.851, 1.652], [-0.257, -1.088, -0.649], [0.344, 2.274, 1.214], [-0.374, -1.889, -1.611], [-0.884, 1.730, 2.990], [1.168, 2.650, 2.139], [0.851, 2.259, 4.636], [-0.803, -2.213, 1.476], [0.534, -3.161, 1.560], [0.764, -1.703, 2.488], [2.572, 2.999, -1.218], [2.269, 3.728, 0.446], [2.872, 2.084, 0.273], [-1.626, -1.886, -4.670], [-1.977, -3.401, -3.611], [-0.348, -3.055, -4.061], [-1.445, 0.814, 0.053], [-2.673, 2.028, 0.771], [-2.364, 0.654, 1.633], [1.535, -2.136, -0.360], [1.369, -0.451, 0.671], [0.494, 1.384, -0.567], [0.017, 3.045, -0.602], [-1.706, -0.751, -2.601], [1.803, 2.121, 4.624], [0.427, 2.547, 5.618], [0.135, -2.683, -1.709]], "mulliken_charge": [-1.287, -1.240, -1.025, -0.717, 0.014, 0.007, -0.034, 0.448, 0.594, -0.285, 0.920, -0.127, -0.814, -0.880, -0.391, 0.331, 0.365, 0.281, 0.410, 0.364, 0.341, 0.296, 0.276, 0.311, 0.184, 0.321, 0.368, 0.377, -0.051, 0.127, 0.387, 0.388, 0.234, 0.300, 0.206], "e_tot_ev": -19037.469, "mol_weight_g_mol": 214.30, "de_lowest_ev": 5.447, "homo_lumo_gap_ev": [6.4726, 6.4716], "charge": 1, "max_force_ev_per_a": 6.77, "lumo_energy_ev": [-3.5, -3.5]}

=====

Record 5
{"formula": "C8H20NO7Sr", "method": "ωB97M-V/def2-TZVPD", "elements": ["Sr", "N", "O", "O", "O", "C", "O", "C", "C", "O", "C", "H", "H", "H", "H", "H", "H", "H", "H", "H", "H", "C", "O", "C", "C", "O", "C", "H", "H", "H", "H", "H", "H", "H", "H", "H", "H"], "coordinates": [[14.655, 9.919, -11.792], [15.273, 12.942, -12.177], [15.524, 14.107, -12.544], [16.128, 12.178, -11.847], [14.142, 12.520, -11.947], [13.795, 7.152, -14.056], [13.774, 8.572, -13.919], [14.123, 9.181, -15.229], [14.411, 10.693, -15.087], [15.530, 10.778, -14.151], [16.713, 11.432, -14.798], [12.896, 6.772, -14.541], [13.646, 6.802, -13.035], [14.734, 6.689, -14.359], [13.342, 9.030, -15.974], [15.025, 8.696, -15.600], [13.536, 11.275, -14.798], [14.719, 11.017, -16.080], [17.057, 10.918, -15.695], [17.455, 11.254, -14.019], [16.529, 12.497, -14.939], [14.151, 6.876, -9.909], [13.445, 7.695, -10.807], [12.042, 7.787, -10.575], [11.428, 8.756, -11.571], [12.181, 10.033, -11.630], [11.487, 11.125, -12.232], [13.832, 5.848, -10.080], [13.803, 7.061, -8.893], [15.215, 6.962, -10.127], [11.875, 8.187, -9.574], [11.532, 6.825, -10.517], [10.368, 8.838, -11.332], [11.421, 8.236, -12.529], [11.668, 11.335, -13.286], [11.727, 12.018, -11.654], [10.408, 11.144, -12.081]], "mulliken_charge": [1.622, 1.186, -0.637, -0.704, -0.652, -0.788, -0.114, -0.576, -0.503, -0.185, -1.002, 0.340, 0.119, 0.369, 0.396, 0.389, 0.066, 0.514, 0.411, 0.291, 0.341, -0.855, -0.027, -0.786, -0.556, -0.179, -0.929, 0.282, 0.300, 0.325, 0.484, 0.425, 0.484, 0.202, 0.238, 0.333, 0.374], "e_tot_ev": -25269.283, "mol_weight_g_mol": 329.87, "de_lowest_ev": 1.088, "homo_lumo_gap_ev": 8.4821, "charge": 1, "max_force_ev_per_a": 5.78, "lumo_energy_ev": -3.4}

=====

Record 6
{"formula": "C8H21BF4NO8PZn", "method": "ωB97M-V/def2-TZVPD", "elements": ["Zn", "B", "F", "F", "F", "F", "P", "O", "O", "O", "O", "C", "O", "C", "C", "N", "C", "C", "O", "C", "H", "H", "H", "H", "H", "H", "H", "H", "H", "H", "H", "H", "H", "H", "H", "C", "C", "O", "O", "H", "H", "H", "H", "H", "H"], "coordinates": [[0.791, 0.185, 1.231], [2.712, 1.771, 0.673], [3.392, 2.364, -0.409], [2.883, 0.394, 0.700], [3.063, 2.414, 1.871], [1.336, 2.018, 0.563], [-1.326, 0.724, 2.758], [-1.654, 2.110, 3.365], [-1.149, 0.441, 1.208], [-1.479, -0.281, 3.921], [0.240, 0.770, 2.925], [2.678, -1.255, 3.423], [1.815, -1.268, 2.312], [1.537, -2.527, 1.754], [0.439, -2.399, 0.650], [0.852, -1.242, -0.216], [-0.080, -1.182, -1.348], [0.509, -0.287, -2.393], [-0.186, -0.321, -3.620], [-0.113, 0.904, -4.305], [2.764, -0.261, 3.852], [3.650, -1.533, 2.993], [2.377, -1.951, 4.209], [1.284, -3.182, 2.596], [2.441, -2.976, 1.310], [-0.554, -2.192, 1.053], [0.352, -3.284, 0.012], [1.652, -1.659, -0.690], [-1.099, -0.874, -1.120], [-0.240, -2.170, -1.807], [1.553, -0.597, -2.587], [0.674, 0.736, -2.036], [0.857, 1.018, -4.799], [-0.393, 1.792, -3.736], [-0.829, 0.905, -5.133], [-3.551, 0.712, -1.389], [-3.099, 2.129, -1.046], [-1.823, 2.293, -0.501], [-3.554, -0.146, -0.271], [-2.879, 0.295, -2.155], [-4.544, 0.744, -1.849], [-3.917, 2.573, -0.461], [-3.080, 2.670, -2.004], [-1.629, 1.709, 0.314], [-2.673, -0.084, 0.183]], "mulliken_charge": [0.479, 0.242, -0.411, -0.343, -0.415, -0.304, 0.327, -0.811, 0.258, -0.823, -0.691, -1.002, 0.473, -0.718, -0.867, 0.324, -0.464, -0.500, -0.388, -0.770, 0.190, 0.329, 0.296, 0.439, 0.365, 0.341, 0.512, 0.193, -0.114, 0.389, 0.331, 0.382, 0.339, 0.323, 0.278, -0.276, -0.502, -0.467, -0.587, 0.063, 0.388, 0.284, 0.323, 0.369, 0.218], "e_tot_ev": -95766.517, "mol_weight_g_mol": 442.42, "de_lowest_ev": 0.984, "homo_lumo_gap_ev": 3.6338, "charge": -2, "max_force_ev_per_a": 9.03, "lumo_energy_ev": 4.3}

=====

Record 7
{"formula": "C8H21BNO5PSi", "method": "ωB97M-V/def2-TZVPD", "elements": ["C", "C", "C", "N", "Si", "B", "C", "O", "P", "O", "O", "H", "H", "H", "H", "H", "H", "H", "H", "H", "H", "H", "H", "H", "H", "H", "O", "C", "O", "C", "C", "C", "H", "H", "H", "H", "H", "H"], "coordinates": [[-0.054, 1.162, 1.700], [1.267, 0.397, 1.559], [1.960, 0.595, 0.214], [1.001, 0.720, -0.896], [1.046, 2.237, -1.775], [2.629, 2.474, -2.977], [3.322, 1.292, -3.739], [3.149, 3.754, -3.174], [-0.822, 2.281, -3.091], [-1.367, 0.738, -3.027], [-0.220, 2.388, -4.656], [-0.125, 2.025, 1.055], [-0.125, 1.533, 2.717], [-0.894, 0.502, 1.566], [1.928, 0.684, 2.369], [1.053, -0.655, 1.670], [2.548, -0.299, 0.042], [2.666, 1.419, 0.262], [1.090, -0.053, -1.541], [0.920, 3.388, -0.858], [3.025, 1.289, -4.782], [2.998, 0.350, -3.312], [4.401, 1.363, -3.670], [2.458, 4.360, -3.487], [-0.778, 0.161, -2.516], [0.293, 3.208, -4.736], [-0.924, -2.038, 1.418], [-1.790, -2.434, 2.140], [-2.667, -1.602, 2.747], [-3.524, -2.341, 3.635], [-3.486, -3.776, 3.123], [-2.071, -3.866, 2.552], [-3.129, -2.251, 4.648], [-4.519, -1.905, 3.606], [-3.706, -4.511, 3.893], [-4.214, -3.901, 2.321], [-1.340, -4.158, 3.307], [-2.000, -4.530, 1.695]], "mulliken_charge": [-0.919, -0.383, -0.913, -0.159, 0.157, 0.424, -0.897, -0.526, 0.086, -0.422, -0.436, 0.203, 0.363, 0.165, 0.410, 0.192, 0.368, 0.368, 0.331, -0.193, 0.322, 0.259, 0.297, 0.298, 0.333, 0.298, -0.552, 0.558, -0.330, -0.428, -0.492, -0.508, 0.260, 0.304, 0.323, 0.266, 0.264, 0.310], "e_tot_ev": -38208.609, "smiles": "CCCN[Si@@H](B(C)O)P(O)O.O=C1CCCO1", "mol_weight_g_mol": 281.13, "homo_lumo_gap_ev": 7.8323, "max_force_ev_per_a": 1.46, "lumo_energy_ev": 0.3}

=====

Record 8
{"formula": "C8H21ClIO2P2V", "method": "ωB97M-V/def2-TZVPD", "elements": ["C", "I", "H", "H", "H", "V", "P", "C", "C", "H", "H", "H", "C", "H", "H", "H", "H", "H", "H", "C", "O", "Cl", "C", "P", "C", "C", "O", "H", "H", "H", "H", "H", "H", "H", "H", "H"], "coordinates": [[0.600, 0.000, -1.590], [-2.307, 0.382, 1.547], [1.251, -0.839, -1.730], [1.302, 0.838, -1.602], [-0.080, 0.064, -2.477], [0.233, -0.302, 0.562], [-1.578, -1.577, -0.833], [-3.019, -0.690, -1.555], [-1.010, -2.597, -2.242], [-1.556, -3.332, 0.825], [-2.855, -3.597, -0.388], [-3.063, -2.385, 0.925], [-2.348, -2.849, 0.240], [-0.106, -3.146, -1.945], [-1.795, -3.310, -2.520], [-3.707, -1.421, -2.002], [-2.679, 0.018, -2.319], [-0.766, -1.959, -3.100], [-3.546, -0.126, -0.770], [-0.616, 1.357, -0.289], [-1.035, 2.305, -0.828], [1.234, -2.237, 1.024], [2.389, 2.162, 3.710], [2.284, 1.983, 1.936], [1.871, 3.568, 1.193], [3.866, 1.429, 1.300], [1.216, 0.998, 1.678], [2.532, 1.174, 4.171], [1.456, 2.600, 4.092], [3.232, 2.815, 3.975], [2.781, 4.179, 1.117], [1.432, 3.430, 0.194], [1.148, 4.077, 1.834], [3.760, 0.412, 0.901], [4.206, 2.113, 0.506], [4.609, 1.431, 2.105]], "mulliken_charge": [-1.146, 0.533, 0.417, 0.511, 0.528, 0.454, 0.616, -1.015, -1.246, 0.376, 0.455, 0.374, -0.969, 0.421, 0.499, 0.440, 0.340, 0.419, 0.427, 0.522, -0.162, -0.183, -1.234, 1.004, -1.142, -1.204, -0.621, 0.405, 0.387, 0.438, 0.448, 0.365, 0.367, 0.360, 0.399, 0.417], "e_tot_ev": -77589.314, "spin_multiplicity": 2, "mol_weight_g_mol": 424.50, "homo_lumo_gap_ev": [7.1903, 6.0714], "charge": 3, "max_force_ev_per_a": 7.72, "lumo_energy_ev": [-14.1, -15.1]}